No. 1
A structure of composition C17H32BrINO4PS2 in a non-equilibrium geometry, computed with ωB97M-V/def2-TZVPD.

The geometry in XYZ format:
```
59
Properties=species:S:1:pos:R:3:nbo_charge:R:1
C -2.942 -0.530 -4.648 -0.617
C -2.356 0.416 -3.581 -0.394
C -1.341 -0.304 -2.670 -0.408
C -2.086 -1.147 -1.643 -0.421
C -1.254 -1.939 -0.572 -0.029
C -2.368 -2.753 0.163 -0.460
C -2.122 -3.251 1.588 -0.209
C -2.444 -2.267 2.717 -0.652
Br -3.297 -4.828 1.823 -0.030
C -0.450 -1.006 0.365 -0.574
P -1.470 0.484 0.867 0.863
S -1.137 1.145 2.672 -0.583
C 0.973 -0.572 -0.115 0.101
C 1.326 0.888 0.101 -0.453
C 2.807 1.174 -0.251 -0.395
C 3.615 1.555 0.999 -0.396
C 3.251 2.940 1.502 -0.227
N 3.868 3.171 2.813 -0.646
C 3.240 4.064 3.715 0.686
C 2.112 4.961 3.259 -0.729
O 3.638 4.129 4.877 -0.568
O 1.276 -0.836 -1.499 -0.710
S 1.250 -2.350 -1.930 2.382
O 2.295 -3.035 -1.231 -0.929
O 1.292 -2.405 -3.356 -0.921
C -0.386 -2.933 -1.415 -0.619
I -0.075 -4.891 -0.586 0.209
H -2.745 -0.154 -5.645 0.219
H -4.017 -0.633 -4.529 0.210
H -2.525 -1.530 -4.555 0.199
H -1.858 1.251 -4.065 0.210
H -3.141 0.826 -2.947 0.191
H -0.703 0.450 -2.217 0.202
H -0.744 -0.949 -3.308 0.221
H -2.615 -1.928 -2.192 0.216
H -2.869 -0.562 -1.171 0.209
H -3.266 -2.139 0.206 0.219
H -2.638 -3.595 -0.464 0.248
H -1.123 -3.635 1.742 0.224
H -3.110 -1.468 2.410 0.209
H -2.885 -2.803 3.549 0.244
H -1.522 -1.839 3.101 0.229
H -0.258 -1.451 1.338 0.272
H -2.789 0.022 0.791 -0.025
H -1.385 1.448 -0.145 -0.014
H 1.713 -1.114 0.476 0.214
H 0.713 1.536 -0.518 0.210
H 1.214 1.093 1.161 0.247
H 3.273 0.340 -0.764 0.225
H 2.842 2.033 -0.920 0.203
H 4.671 1.492 0.737 0.207
H 3.428 0.814 1.775 0.207
H 3.561 3.685 0.766 0.178
H 2.170 2.986 1.572 0.198
H 4.833 3.450 2.699 0.392
H 1.344 4.440 2.696 0.225
H 2.479 5.793 2.664 0.233
H 1.635 5.364 4.144 0.246
H -0.896 -3.105 -2.353 0.258
```

Its charge is 0. As for the multiplicity: 1. The gap between HOMO and LUMO comes out at 9.2 eV. Its HOMO energy is -9.27 eV.

=====

No. 2
The molecule C10H11NO2 in a non-equilibrium geometry, computed with ωB97M-V/def2-TZVPD.

The geometry in XYZ format:
```
24
Properties=species:S:1:pos:R:3:nbo_charge:R:1
C 3.769 0.287 0.344 -0.253
C 3.783 -1.080 0.269 -0.196
C 2.626 1.067 0.050 -0.178
C 2.502 -1.734 -0.180 -0.312
C 1.397 0.476 -0.275 -0.150
C 1.521 -0.853 -0.387 0.154
C 0.166 1.312 -0.642 -0.410
C -0.926 1.111 0.450 -0.441
C -1.974 -0.036 0.271 0.445
C -4.235 -0.342 -0.113 -0.280
N -1.709 -1.233 0.148 0.002
O -2.196 -2.377 0.022 -0.287
O -3.241 0.490 0.270 -0.489
H 4.586 0.976 0.676 0.223
H 4.571 -1.792 0.565 0.225
H 2.668 2.148 0.272 0.207
H 2.420 -2.811 -0.394 0.237
H 0.486 2.342 -0.946 0.236
H -0.243 0.811 -1.662 0.227
H -0.510 0.985 1.440 0.231
H -1.558 2.091 0.491 0.240
H -4.895 0.026 -1.006 0.182
H -5.042 -0.478 0.716 0.178
H -3.968 -1.385 -0.377 0.210
```

Its charge is 0. As for the multiplicity: 1. The gap between HOMO and LUMO (alpha / beta) comes out at 7.9 / 9.3 eV. Its HOMO energy (alpha / beta) is -8.31 / -9.20 eV. The relative energy (zero: lowest compared OMol25 entry of this formula, charge and spin) comes out at 182.09 kcal/mol.

=====

No. 3
The molecule C5H9NO in a non-equilibrium geometry, computed with ωB97M-V/def2-TZVPD.

The geometry in XYZ format:
```
16
Properties=species:S:1:pos:R:3:nbo_charge:R:1
C -0.406 0.645 -0.662 0.220
C -0.567 2.039 -0.229 -0.711
C -0.682 -0.491 0.237 0.314
N -0.731 -1.747 -0.525 -0.870
C 0.858 -0.304 0.754 -0.215
C 1.928 -0.961 0.304 -0.320
O -1.650 -0.242 1.081 -0.798
H -0.275 0.451 -1.728 0.211
H -0.475 -2.503 0.102 0.369
H -1.697 -1.901 -0.803 0.377
H 0.896 0.314 1.644 0.227
H 0.180 2.689 -0.694 0.229
H -1.550 2.380 -0.580 0.278
H -0.571 2.130 0.856 0.260
H 1.873 -1.562 -0.594 0.218
H 2.870 -0.936 0.839 0.209
```

Its charge is 0. As for the multiplicity: 1. The gap between HOMO and LUMO (alpha / beta) comes out at 6.9 / 6.9 eV. Its HOMO energy (alpha / beta) is -8.01 / -8.00 eV. The relative energy (zero: lowest compared OMol25 entry of this formula, charge and spin) comes out at 112.94 kcal/mol.